ORCA calculation (ωB97M-V with the def2-TZVPD basis set) on a single C3H8FN molecule at a distorted geometry.

Computed properties:
- E (Eh) = -273.4600
- LUMO level (spin up / spin down) (eV) = 1.00 / -4.43
- <S²> = 2.005
- strongest force on any atom (eV Å⁻¹) = 4.62
- gap between HOMO and LUMO (spin up / spin down) (eV) = 4.48 / 8.28

Structure (ORCA input):
```
! wB97M-V def2-TZVPD RIJCOSX def2/J DEFGRID3
* xyz 0 3
C -0.29 -0.32 1.34
C -0.31 1.06 -0.86
C -0.18 -0.38 -0.18
N 0.99 -0.90 -0.68
F -1.25 -1.34 -0.64
H -0.08 -1.30 1.51
H 0.45 0.30 1.88
H -1.29 -0.16 1.62
H -0.45 0.84 -1.91
H 0.44 1.83 -0.72
H -1.34 1.35 -0.39
H 1.30 -1.80 -0.30
H 1.01 -0.94 -1.70
*
```

ORCA calculation (ωB97M-V with the def2-TZVPD basis set) on a 2-piece molecular cluster, C3H8FN2 overall at a distorted geometry.

Computed properties:
- E (Eh) = -328.1245
- LUMO level (eV) = -4.41
- strongest force on any atom (eV Å⁻¹) = 4.08
- gap between HOMO and LUMO (eV) = 9.21

Structure (ORCA input):
```
! wB97M-V def2-TZVPD RIJCOSX def2/J DEFGRID3
* xyz 1 1
C 0.42 -0.16 -0.12
C 2.07 -0.55 1.60
C -1.78 0.17 -1.61
N 1.07 -1.04 0.62
N -2.41 1.07 -0.97
F 0.77 1.11 0.12
H 2.01 -0.79 2.68
H 2.04 0.44 1.29
H 3.02 -0.84 1.21
H -1.27 0.43 -2.58
H -1.65 -0.87 -1.47
H 0.95 -1.98 0.53
H -2.79 1.00 0.03
H -2.46 2.01 -1.32
*
```

ORCA calculation (ωB97M-V with the def2-TZVPD basis set) on a 2-piece molecular cluster, C3H8FNO overall at a distorted geometry.

Computed properties:
- E (Eh) = -348.9269
- LUMO level (eV) = 0.75
- strongest force on any atom (eV Å⁻¹) = 3.57
- gap between HOMO and LUMO (eV) = 11.20

Structure (ORCA input):
```
! wB97M-V def2-TZVPD RIJCOSX def2/J DEFGRID3
* xyz 0 1
C 0.59 -1.46 -0.56
C 0.85 -0.15 -0.04
C -0.44 0.57 0.43
N -0.21 1.88 0.90
O -1.46 -0.03 0.97
F -0.98 0.67 -1.36
H -0.38 -1.45 -1.01
H 0.56 -2.27 0.16
H 1.25 -1.89 -1.23
H 1.51 -0.12 0.79
H 1.30 0.40 -0.91
H -1.16 2.39 1.05
H 0.26 2.37 0.11
H -1.69 -0.89 0.71
*
```

ORCA calculation (ωB97M-V with the def2-TZVPD basis set) on C3H8FeO3 as an isolated structure at a distorted geometry.

Computed properties:
- E (Eh) = -1608.1653
- LUMO level (spin up / spin down) (eV) = -4.29 / -6.69
- <S²> = 8.764
- strongest force on any atom (eV Å⁻¹) = 2.83
- gap between HOMO and LUMO (spin up / spin down) (eV) = 8.94 / 7.41

Structure (ORCA input):
```
! wB97M-V def2-TZVPD RIJCOSX def2/J DEFGRID3
* xyz 1 6
O -0.17 1.73 -0.38
C -1.49 1.37 -0.16
C -1.70 0.01 0.51
O -1.32 -1.09 -0.29
C 0.05 -1.56 -0.11
H -2.08 1.36 -1.11
H -2.00 2.11 0.50
H -2.78 -0.11 0.72
H -1.16 0.00 1.47
H 0.17 -2.36 -0.86
H 3.08 -0.98 0.35
H 0.14 -2.00 0.90
Fe 1.03 0.31 -0.52
O 2.88 -0.05 0.00
H 3.51 0.56 0.39
*
```

ORCA calculation (ωB97M-V with the def2-TZVPD basis set) on C3H8I2NO as an isolated structure at a distorted geometry.

Computed properties:
- E (Eh) = -844.1678
- LUMO level (eV) = -5.59
- strongest force on any atom (eV Å⁻¹) = 3.21
- gap between HOMO and LUMO (eV) = 8.03

Structure (ORCA input):
```
! wB97M-V def2-TZVPD RIJCOSX def2/J DEFGRID3
* xyz 1 1
C 0.24 -0.15 1.57
C 0.41 -0.44 -0.88
C 1.00 0.09 0.34
N -1.91 0.10 -0.50
O 0.64 -0.03 -2.08
I 1.60 2.13 0.06
I 2.95 -1.19 0.21
H -0.78 0.33 1.69
H 0.37 -1.15 1.79
H 0.78 0.27 2.34
H -0.08 -1.42 -0.91
H -2.52 -0.55 -0.07
H -1.62 1.05 -0.05
H -2.29 0.15 -1.43
H 1.22 0.80 -2.08
*
```

ORCA calculation (ωB97M-V with the def2-TZVPD basis set) on a 2-piece molecular cluster, C3H8IN overall at a distorted geometry.

Computed properties:
- E (Eh) = -471.4103
- LUMO level (eV) = 0.63
- SMILES string = C=CNC.I
- strongest force on any atom (eV Å⁻¹) = 6.48
- gap between HOMO and LUMO (eV) = 8.63

Structure (ORCA input):
```
! wB97M-V def2-TZVPD RIJCOSX def2/J DEFGRID3
* xyz 0 1
C 1.16 -1.30 0.18
C 0.55 -0.16 -0.08
N -0.99 0.03 0.17
C -2.35 1.09 0.19
H 0.66 -2.00 0.83
H 2.10 -1.32 -0.17
H 0.82 0.74 -0.55
H -1.20 -0.41 1.04
H -2.31 1.97 -0.47
H -3.08 0.47 -0.16
H -2.25 1.64 1.15
I 4.98 0.14 -0.04
H 4.95 -0.47 -1.53
*
```

ORCA calculation (ωB97M-V with the def2-TZVPD basis set) on a 2-piece molecular cluster, C3H8IN2 overall at a distorted geometry.

Computed properties:
- E (Eh) = -525.9237
- LUMO level (spin up / spin down) (eV) = -5.16 / -5.16
- strongest force on any atom (eV Å⁻¹) = 4.03
- gap between HOMO and LUMO (spin up / spin down) (eV) = 7.00 / 7.00

Structure (ORCA input):
```
! wB97M-V def2-TZVPD RIJCOSX def2/J DEFGRID3
* xyz 1 1
C -0.22 1.14 -0.75
C 1.90 0.13 -0.42
C -1.39 -0.53 0.54
N 1.07 1.08 -0.31
N -1.05 -1.71 0.03
I -3.45 0.11 0.07
H -0.55 0.61 -1.65
H -0.99 1.79 -0.42
H 1.94 -0.48 -1.27
H 2.89 0.25 -0.10
H -1.03 -0.29 1.47
H 1.46 1.66 0.42
H -1.40 -1.98 -0.90
H -0.52 -2.29 0.62
*
```

ORCA calculation (ωB97M-V with the def2-TZVPD basis set) on C3H8LuO as an isolated structure at a distorted geometry.

Computed properties:
- E (Eh) = -1429.5066
- LUMO level (eV) = -3.95
- strongest force on any atom (eV Å⁻¹) = 2.13
- gap between HOMO and LUMO (eV) = 7.67

Structure (ORCA input):
```
! wB97M-V def2-TZVPD RIJCOSX def2/J DEFGRID3
* xyz 1 1
C 0.83 -1.72 0.08
O 0.61 -0.33 0.18
C -0.73 0.08 -0.08
C -0.85 1.59 -0.07
H 1.89 -1.89 0.28
H 0.22 -2.25 0.83
H 0.57 -2.08 -0.93
H -1.38 -0.36 0.70
H -1.05 -0.34 -1.04
H 0.19 2.11 -0.19
H -1.54 1.85 -0.89
H -1.32 2.19 0.71
Lu 2.57 1.15 0.42
*
```

ORCA calculation (ωB97M-V with the def2-TZVPD basis set) on C3H8MgO3 as an isolated structure at a distorted geometry.

Computed properties:
- E (Eh) = -544.9102
- LUMO level (eV) = -0.87
- strongest force on any atom (eV Å⁻¹) = 3.49
- gap between HOMO and LUMO (eV) = 7.56

Structure (ORCA input):
```
! wB97M-V def2-TZVPD RIJCOSX def2/J DEFGRID3
* xyz 0 1
O -1.38 1.96 1.22
C -2.14 1.44 0.16
C -2.57 0.03 0.57
O -1.36 -0.71 0.81
C -1.52 -2.04 1.28
Mg 0.07 0.71 1.22
H -3.06 2.03 -0.03
H -3.14 -0.48 -0.22
H -3.12 0.04 1.52
H -2.19 -2.59 0.61
H -0.53 -2.51 1.28
H -1.92 -2.02 2.30
O 0.91 0.92 -0.55
H -1.40 1.40 -0.88
H 1.18 0.19 -1.10
*
```

ORCA calculation (ωB97M-V with the def2-TZVPD basis set) on an isolated ion of composition C3H8N and charge +1 at a distorted geometry.

Computed properties:
- E (Eh) = -173.5725
- LUMO level (eV) = -3.87
- SMILES string = C/C=C/[NH3+]
- strongest force on any atom (eV Å⁻¹) = 1.78
- gap between HOMO and LUMO (eV) = 11.18

Structure (ORCA input):
```
! wB97M-V def2-TZVPD RIJCOSX def2/J DEFGRID3
* xyz 1 1
C 1.17 -0.97 -1.14
C 0.57 0.15 -0.31
C -0.63 -0.05 0.21
N -1.19 0.95 1.15
H 2.23 -0.77 -1.27
H 1.12 -1.91 -0.59
H 0.67 -1.13 -2.10
H 1.18 1.05 -0.30
H -1.25 -0.91 0.01
H -0.96 0.63 2.10
H -0.70 1.85 1.10
H -2.20 1.11 1.14
*
```

ORCA calculation (ωB97M-V with the def2-TZVPD basis set) on an isolated ion of composition C3H8N and charge +1 at a distorted geometry.

Computed properties:
- E (Eh) = -173.5345
- LUMO level (eV) = -3.48
- SMILES string = C[NH+]1CC1
- strongest force on any atom (eV Å⁻¹) = 4.18
- gap between HOMO and LUMO (eV) = 13.94

Structure (ORCA input):
```
! wB97M-V def2-TZVPD RIJCOSX def2/J DEFGRID3
* xyz 1 1
C 0.30 -1.00 1.00
N -0.17 -0.35 -0.25
C -0.92 0.90 -0.30
C 0.51 0.76 -0.81
H 0.41 -0.32 1.90
H -0.24 -1.90 1.18
H 1.34 -1.38 0.92
H -0.27 -1.20 -0.87
H -1.25 1.39 0.65
H -1.59 1.08 -1.11
H 0.51 0.88 -1.92
H 1.37 1.12 -0.39
*
```

ORCA calculation (ωB97M-V with the def2-TZVPD basis set) on an isolated ion of composition C3H8N and charge +1 at a distorted geometry.

Computed properties:
- E (Eh) = -173.5452
- LUMO level (eV) = -4.24
- SMILES string = C=C(C)[NH3+]
- strongest force on any atom (eV Å⁻¹) = 2.54
- gap between HOMO and LUMO (eV) = 10.46

Structure (ORCA input):
```
! wB97M-V def2-TZVPD RIJCOSX def2/J DEFGRID3
* xyz 1 1
C 0.48 -1.16 -0.90
C 0.14 -0.06 -0.24
C -0.78 1.05 -0.65
N 0.40 -0.07 1.25
H 1.39 -1.64 -0.53
H -0.12 -1.77 -1.55
H -0.21 1.97 -0.51
H -1.19 0.87 -1.64
H -1.59 1.18 0.08
H 1.06 -0.83 1.45
H -0.46 -0.33 1.74
H 0.87 0.80 1.49
*
```

ORCA calculation (ωB97M-V with the def2-TZVPD basis set) on a single C3H8N2 molecule at a distorted geometry.

Computed properties:
- E (Eh) = -228.5999
- LUMO level (eV) = 1.00
- SMILES string = CC/N=C\N
- strongest force on any atom (eV Å⁻¹) = 1.25
- gap between HOMO and LUMO (eV) = 10.04

Structure (ORCA input):
```
! wB97M-V def2-TZVPD RIJCOSX def2/J DEFGRID3
* xyz 0 1
C -1.73 1.34 -0.60
C -0.46 0.49 -0.65
N -0.47 -0.48 0.42
C 0.66 -0.88 0.85
N 1.90 -0.70 0.28
H -1.71 2.08 0.19
H -1.84 1.88 -1.54
H -2.55 0.63 -0.55
H -0.38 0.00 -1.63
H 0.43 1.14 -0.68
H 0.65 -1.57 1.69
H 1.93 -0.40 -0.67
H 2.54 -1.42 0.57
*
```

ORCA calculation (ωB97M-V with the def2-TZVPD basis set) on a 2-piece molecular cluster, C3H8N2 overall at a distorted geometry.

Computed properties:
- E (Eh) = -228.4035
- LUMO level (spin up / spin down) (eV) = 0.23 / 0.00
- strongest force on any atom (eV Å⁻¹) = 2.63
- gap between HOMO and LUMO (spin up / spin down) (eV) = 9.32 / 8.24

Structure (ORCA input):
```
! wB97M-V def2-TZVPD RIJCOSX def2/J DEFGRID3
* xyz 0 1
C -0.28 0.68 -0.32
C 0.90 -1.28 0.64
C -0.09 -0.78 -0.41
N -1.12 1.53 -1.01
N -1.12 1.47 0.47
H 1.73 1.41 0.10
H 1.03 -2.35 0.57
H 0.56 -1.02 1.64
H 1.86 -0.79 0.48
H -1.06 -1.26 -0.25
H 0.26 -1.03 -1.41
H -0.72 2.41 -1.33
H -1.96 1.00 0.81
*
```

ORCA calculation (ωB97M-V with the def2-TZVPD basis set) on a single C3H8N2 molecule at a distorted geometry.

Computed properties:
- E (Eh) = -228.4657
- LUMO level (eV) = 1.10
- SMILES string = NC[C@@H]1CN1
- strongest force on any atom (eV Å⁻¹) = 5.04
- gap between HOMO and LUMO (eV) = 9.62

Structure (ORCA input):
```
! wB97M-V def2-TZVPD RIJCOSX def2/J DEFGRID3
* xyz 0 1
N 1.70 0.71 0.87
C 0.86 0.57 -0.24
C -0.58 0.30 -0.02
C -1.09 -0.99 0.38
N -1.04 -0.65 -1.15
H 2.80 0.38 0.86
H 1.42 1.44 1.67
H 0.64 1.19 -1.14
H 1.19 -0.36 -0.93
H -1.16 1.07 0.58
H -0.56 -1.86 1.01
H -2.11 -1.10 0.83
H -1.96 -0.46 -1.64
*
```

ORCA calculation (ωB97M-V with the def2-TZVPD basis set) on a single C3H8N2 molecule at a distorted geometry.

Computed properties:
- E (Eh) = -228.5527
- LUMO level (eV) = 0.88
- SMILES string = [H]/N=C(/C)NC
- strongest force on any atom (eV Å⁻¹) = 5.61
- gap between HOMO and LUMO (eV) = 9.68

Structure (ORCA input):
```
! wB97M-V def2-TZVPD RIJCOSX def2/J DEFGRID3
* xyz 0 1
H -1.18 1.33 -1.92
N -0.50 1.76 -1.25
C -0.23 0.70 -0.55
C 1.06 0.87 0.18
N -0.72 -0.58 -0.33
C -0.30 -1.36 0.72
H 1.72 1.48 -0.47
H 0.90 1.39 1.09
H 1.54 -0.06 0.09
H -1.55 -0.75 -0.91
H 0.48 -2.06 0.52
H -1.10 -2.00 1.10
H -0.11 -0.72 1.74
*
```

ORCA calculation (ωB97M-V with the def2-TZVPD basis set) on a 2-piece molecular cluster, C3H8N2 overall at a distorted geometry.

Computed properties:
- E (Eh) = -228.5529
- LUMO level (eV) = 0.99
- SMILES string = [H]/N=C/N.C=C
- strongest force on any atom (eV Å⁻¹) = 1.73
- gap between HOMO and LUMO (eV) = 10.06

Structure (ORCA input):
```
! wB97M-V def2-TZVPD RIJCOSX def2/J DEFGRID3
* xyz 0 1
H 0.92 3.19 0.18
N 1.06 2.62 -0.65
C 1.37 1.44 -0.27
N 2.14 0.60 -1.02
H 1.01 1.06 0.70
H 2.21 0.89 -1.98
H 2.89 0.01 -0.71
C -2.29 -1.70 0.62
C -2.41 -2.83 1.27
H -3.13 -1.16 0.20
H -1.28 -1.30 0.52
H -3.33 -3.39 1.36
H -1.52 -3.33 1.67
*
```

ORCA calculation (ωB97M-V with the def2-TZVPD basis set) on C3H8N2 as an isolated structure at a distorted geometry.

Computed properties:
- E (Eh) = -228.4606
- LUMO level (eV) = 1.08
- strongest force on any atom (eV Å⁻¹) = 5.81
- gap between HOMO and LUMO (eV) = 10.13

Structure (ORCA input):
```
! wB97M-V def2-TZVPD RIJCOSX def2/J DEFGRID3
* xyz 0 1
C 0.46 0.07 0.35
C 2.28 -0.18 -0.26
C -1.93 -0.34 -0.14
N -0.14 1.21 -0.20
N -0.58 -0.12 -0.58
H 0.16 -0.30 1.34
H 2.69 0.30 0.60
H 2.26 0.43 -1.18
H 2.58 -1.13 -0.52
H -2.06 -0.33 0.94
H -2.64 0.31 -0.63
H -2.32 -1.49 -0.25
H -0.78 1.56 0.55
*
```

ORCA calculation (ωB97M-V with the def2-TZVPD basis set) on C3H8N2 as an isolated structure at a distorted geometry.

Computed properties:
- E (Eh) = -228.4675
- LUMO level (eV) = 0.89
- strongest force on any atom (eV Å⁻¹) = 8.64
- gap between HOMO and LUMO (eV) = 9.52

Structure (ORCA input):
```
! wB97M-V def2-TZVPD RIJCOSX def2/J DEFGRID3
* xyz 0 1
C 1.57 -0.45 -0.37
C 0.68 0.39 0.47
C -0.44 1.10 0.05
H 0.90 -1.37 -0.89
H 2.23 -1.02 0.29
H 2.05 0.33 -1.05
H 0.40 -0.29 1.32
H 1.51 1.02 0.67
H -0.31 2.15 -0.79
H -3.12 -0.72 -0.23
H -1.70 -1.21 0.81
N -1.66 0.69 -0.22
N -2.11 -0.64 -0.04
*
```

ORCA calculation (ωB97M-V with the def2-TZVPD basis set) on an isolated ion of composition C3H8N2O and charge -1 at a distorted geometry.

Computed properties:
- E (Eh) = -303.8125
- LUMO level (spin up / spin down) (eV) = 3.89 / 3.82
- <S²> = 0.750
- strongest force on any atom (eV Å⁻¹) = 1.43
- gap between HOMO and LUMO (spin up / spin down) (eV) = 2.72 / 9.36

Structure (ORCA input):
```
! wB97M-V def2-TZVPD RIJCOSX def2/J DEFGRID3
* xyz -1 2
C 2.03 -0.37 1.42
N 0.79 -0.55 0.94
C 0.34 0.15 -0.27
C -1.16 0.33 -0.28
N -1.60 0.52 -1.66
O 2.45 -0.83 2.47
H 2.71 0.22 0.79
H 0.14 -1.13 1.44
H 0.69 -0.34 -1.18
H 0.80 1.12 -0.26
H -1.61 -0.59 0.13
H -1.55 1.14 0.33
H -1.40 -0.33 -2.17
H -2.62 0.66 -1.68
*
```